Record 1
The following is a DFT calculation (ωB97M-V/def2-TZVPD) of C18H28NO5P2Pd as an isolated structure.

Each line ends with the Löwdin spin population.
Element x y z (Å)
H (-5.10432, 1.27463, 4.62451)  0.004
H (-0.46536, 2.76183, -1.38894)  0.005
H (-2.89633, 0.88142, -2.80841)  0.010
H (4.50948, -0.20710, -4.57653)  -0.004
C (2.34903, -0.60283, 2.71556)  0.058
H (0.65440, 2.28249, -2.70910)  0.000
C (-1.37380, 0.87906, 1.85751)  0.016
O (-3.67886, -0.23926, 3.10247)  0.235
N (1.94774, -0.42541, -1.73255)  0.142
H (3.29380, -3.14306, 1.62110)  0.009
H (2.05207, -0.52046, -5.07275)  0.006
C (-2.09318, 3.04809, 2.93160)  0.075
H (-1.10158, 2.52750, -3.05874)  0.009
C (3.78629, -0.31935, -3.77008)  -0.017
H (-1.25827, 3.54041, 2.43240)  0.001
O (-1.63903, -0.34983, 1.63422)  0.025
H (-0.71129, -1.85056, -0.04085)  0.008
H (2.18452, 0.47822, 2.80049)  0.001
H (-1.10117, -2.97753, -1.71242)  0.000
H (-1.72080, -2.98325, 0.33671)  0.000
H (-2.94136, 0.57542, -1.03947)  0.003
H (1.50650, -3.32846, 1.56003)  0.001
C (-0.36806, 2.18510, -2.31922)  0.052
C (4.21050, -0.31586, -2.44675)  0.187
C (1.50560, -0.49549, -3.00559)  0.110
C (3.25364, -0.42748, -1.43184)  0.107
C (-2.52462, 0.24177, -1.99785)  0.041
C (-2.93749, 3.76987, 3.77760)  0.256
C (-4.01469, 3.13013, 4.40188)  -0.005
H (-0.27332, -0.22956, -4.20197)  0.013
Pd (0.53388, 0.06382, -0.07592)  0.985
H (-2.93920, -0.56068, 2.48153)  0.001
P (-0.74725, 0.46528, -1.92562)  0.233
H (-0.55651, -3.66832, -3.06261)  0.002
O (-1.09547, -2.92228, -2.75366)  0.149
H (4.50340, -1.13182, 0.21459)  0.007
H (3.86387, 0.51323, 0.43269)  0.006
C (2.38260, -2.90758, 1.04730)  0.032
H (1.56082, -1.13761, 3.26354)  0.000
O (-0.35071, 1.47744, 1.37296)  0.114
H (5.25933, -0.24142, -2.16210)  0.007
C (0.02463, -0.56425, -3.20209)  0.174
P (2.18684, -1.11068, 0.99344)  0.225
C (2.43199, -0.46392, -4.05663)  0.182
C (-3.40589, 1.05199, 3.32406)  0.162
H (-4.66088, 3.68639, 5.07700)  -0.004
H (3.33799, -0.88688, 3.09669)  0.014
H (-2.79671, -0.80420, -2.18978)  0.000
O (-0.95243, -2.80977, -0.23224)  0.008
H (-0.40937, -1.68070, -3.04782)  0.050
H (2.45148, -3.33670, 0.03811)  0.000
C (-2.28246, 1.68259, 2.72332)  0.091
C (-4.25818, 1.78468, 4.17196)  0.164
H (-2.75856, 4.83370, 3.94220)  0.010
C (3.62674, -0.49273, 0.04606)  0.040

**Charge**: +3
**ΔE to the lowest compared entry with this formula, charge and spin**: 11.3 kJ/mol
**LUMO (spin up / spin down)**: -9.07 / -13.50 eV
**2S+1**: 5



Record 2
The following is a DFT calculation (ωB97M-V/def2-TZVPD) of an isolated molecule of C2H6N4S.

Each line ends with the Löwdin charge.
Element x y z (Å)
S (0.60348, 2.28261, -0.16039)  0.529
H (-2.61129, -0.51903, -1.03232)  0.090
H (-2.08948, 1.72064, 0.00000)  0.199
N (1.77243, -0.52166, -0.65464)  -0.064
N (0.44323, -0.42707, -0.37299)  -0.110
H (2.06048, -0.34737, 1.52622)  0.103
N (-2.43185, -0.41351, 0.01862)  -0.067
H (3.72216, -0.45156, 0.47144)  0.107
H (-2.22844, -1.37838, 0.60760)  0.150
C (2.52628, -0.38123, 0.44501)  -0.034
N (-1.52185, 0.72160, 0.27956)  -0.140
C (-0.20150, 0.78068, -0.16788)  -0.872
H (-0.04364, -1.06571, -0.96024)  0.111

**ΔE to the lowest compared entry with this formula, charge and spin**: 411.1 kJ/mol
**LUMO**: 0.51 eV
**Structure (SMILES)**: C=NNC(=S)NN



Record 3
The following is a DFT calculation (ωB97M-V/def2-TZVPD) of C12H29N2O2P3Y as an isolated structure.

Each line ends with the Löwdin spin population.
Element x y z (Å)
C (-2.03820, 1.66392, -3.47963)  0.001
H (-2.36950, -1.15126, -3.94303)  0.000
C (2.29679, -0.65322, -1.49113)  0.034
C (1.82057, 1.70106, -1.15717)  0.017
H (-1.06523, 3.85895, -0.92038)  0.020
H (-3.03747, 1.22357, -3.38003)  0.000
H (-1.14837, -0.62262, -5.07602)  0.000
H (-0.04972, -4.01457, -0.83694)  0.000
H (1.43533, 2.45996, 2.42693)  0.001
H (-3.11259, -3.40933, 1.46250)  0.000
C (-0.41336, -2.98251, -0.65391)  0.001
H (-1.23005, 1.69444, 3.78569)  0.000
O (-1.21562, 0.36253, -1.79152)  0.020
H (1.77350, -0.33603, 5.52110)  0.000
P (-2.72258, -2.09885, 0.92945)  0.000
C (1.13599, 2.88207, -0.79919)  0.452
C (-1.96322, -2.96715, -0.59671)  0.000
H (-4.01383, -2.07193, 0.32601)  0.000
H (3.39188, -0.49849, -1.28016)  0.011
C (-1.33235, -0.78354, -3.98910)  0.000
H (-0.03652, 3.99666, 0.97384)  0.016
H (2.16111, -0.61852, -2.59775)  0.016
H (-2.32780, -4.00174, -0.54047)  0.000
H (-0.66630, -1.61219, -3.70446)  0.000
H (-2.01930, 2.20145, -4.43342)  0.000
C (1.80117, -2.02316, -1.01511)  -0.001
Y (-0.53590, 0.07892, 0.19064)  -0.005
H (-0.03974, 0.85892, -3.47732)  0.000
H (-2.35961, -2.65203, -1.59950)  0.000
H (1.99028, 2.35033, 4.11241)  0.000
O (0.35294, -0.29821, 2.18730)  0.001
P (0.76927, 0.38291, 3.48787)  0.000
P (-0.46646, 2.98319, 0.04772)  0.050
H (-1.97658, 2.44164, -2.71866)  0.000
H (-0.42755, 1.34231, 5.34807)  0.000
C (1.64211, -0.77369, 4.52256)  0.000
H (2.46790, -2.29392, -0.18994)  0.000
N (0.38404, -1.97815, -0.54489)  0.000
C (-0.69901, 0.92886, 4.36671)  0.000
C (-1.07072, 0.51308, -3.17548)  0.000
H (1.97897, -2.74568, -1.82994)  0.000
H (2.76267, 1.85359, -1.72979)  -0.003
C (1.84249, 1.78310, 3.18441)  0.000
N (1.51030, 0.44372, -0.86249)  0.350
H (2.61732, -1.00728, 4.08134)  0.000
H (-1.37873, 0.07830, 4.50981)  0.000
H (1.08306, -1.71288, 4.58996)  0.000
H (1.67892, 3.79284, -1.07544)  0.018
H (2.81969, 1.43066, 2.83525)  0.000

**Charge**: +2
**ΔE to the lowest compared entry with this formula, charge and spin**: 0.0 kJ/mol
**LUMO (spin up / spin down)**: -5.85 / -8.22 eV
**2S+1**: 2



Record 4
The following is a DFT calculation (ωB97M-V/def2-TZVPD) of an isolated ion of composition C16H26BCl2N2O2 and charge +1.

Each line ends with the Löwdin charge.
Element x y z (Å)
C (0.42327, 2.02730, -1.86455)  -0.036
B (-0.73984, 0.75966, 1.44091)  -0.720
C (-4.83998, 0.93662, 0.11367)  -0.120
H (2.43568, 4.73753, -1.63313)  0.116
C (-3.63525, 0.01160, -0.06489)  -0.264
C (4.30400, -1.24955, 0.73187)  -0.118
C (3.23452, -2.13049, 1.38751)  -0.251
O (-0.84760, -0.26414, 2.30294)  0.249
C (-0.12501, -2.45997, -0.64583)  -0.152
N (1.98406, 3.49756, -0.05345)  0.109
H (2.73499, -1.60654, 2.19801)  0.106
H (1.40575, 2.15788, 1.36682)  0.130
N (-0.14519, 0.44059, 0.04464)  0.036
H (1.76946, -0.33771, -0.52972)  0.141
C (0.50821, 1.66403, -0.52577)  -0.193
H (-5.23662, 1.28653, -0.83192)  0.078
H (1.10211, 3.46547, -3.28555)  0.116
H (3.73998, -2.96414, 1.86466)  0.111
H (-2.85919, 0.23832, -2.02793)  0.118
H (0.31409, -2.20970, -1.60754)  0.098
H (-4.63278, 1.76334, 0.78136)  0.060
H (-4.01844, -0.92423, -0.45317)  0.116
H (0.35806, -2.23642, 1.38360)  0.148
Cl (2.79315, -3.04404, -1.18680)  0.704
H (1.94186, -3.72828, 0.86142)  0.107
C (-1.15461, -0.20577, -0.86441)  -0.230
H (-0.70854, -0.31031, -1.84634)  0.144
O (-1.06508, 2.04709, 1.75372)  0.192
C (2.17111, -2.74965, 0.45712)  -0.618
H (5.18754, -1.83985, 0.52464)  0.076
C (0.82991, -1.98338, 0.43683)  -0.329
Cl (-2.48353, 2.30023, -1.03027)  0.781
H (-2.01387, 2.13646, 1.90439)  0.127
H (1.55861, -0.10931, 1.19153)  0.126
H (-0.16094, 1.47513, -2.57612)  0.109
C (1.13821, 3.14345, -2.25780)  -0.024
H (-3.21991, -0.16951, 0.92562)  0.100
H (-2.16711, -2.06446, -1.13671)  0.137
C (1.09016, -0.50227, 0.29972)  -0.026
H (4.60447, -0.44720, 1.39941)  0.077
C (-1.41563, -1.66216, -0.46809)  -0.122
C (1.89282, 3.85736, -1.33290)  -0.097
H (3.97819, -0.79105, -0.19540)  0.045
H (-0.29183, -3.52626, -0.55708)  0.134
H (-1.71848, -1.75300, 0.56803)  0.118
C (1.31130, 2.42819, 0.32146)  -0.085
H (-5.62370, 0.34875, 0.58690)  0.083
H (-1.17515, 0.03401, 3.15882)  0.153
C (-2.53325, 0.51233, -1.03020)  -0.557

**Charge**: +1
**LUMO**: -2.68 eV
**Structure (SMILES)**: CC[C@@H](Cl)[C@@H]1CC[C@@H]([C@@H](Cl)CC)C[N@@+]1(B(O)O)c1cccnc1



Record 5
The following is a DFT calculation (ωB97M-V/def2-TZVPD) of an isolated molecule of C5H8S3.

Each line ends with the Löwdin charge.
Element x y z (Å)
H (-0.32156, 1.77784, -1.12854)  -0.169
H (2.44357, -0.58757, 1.42132)  0.066
S (0.97364, 1.48357, -1.24144)  0.759
H (3.10769, 0.33242, 0.04904)  0.055
S (-0.99643, -1.73382, -0.68855)  0.871
C (2.31394, 0.28039, 0.77546)  -0.200
C (-2.13156, -0.69558, 0.21023)  -0.497
H (-2.60385, 0.50952, -1.47392)  0.059
H (-2.28762, -0.99011, 1.27674)  0.080
H (-3.62456, 0.85693, 0.07062)  0.075
C (0.64722, -1.20201, -0.40210)  -1.126
C (0.91436, 0.22919, 0.14476)  -0.720
H (0.15832, 0.59073, 0.80434)  0.069
C (-2.81494, 0.27302, -0.42833)  -0.061
H (2.39283, 1.13464, 1.44914)  0.076
S (1.82896, -2.25916, -0.83878)  0.663

**ΔE to the lowest compared entry with this formula, charge and spin**: 114.2 kJ/mol
**LUMO**: -0.42 eV
**Structure (SMILES)**: C=CSC(=S)[C@@H](C)S



Record 6
The following is a DFT calculation (ωB97M-V/def2-TZVPD) of C16H38F3IO6Zn as an isolated structure.

Each line ends with the Löwdin charge.
Element x y z (Å)
H (-17.00521, 31.11168, 5.45610)  0.041
O (-19.62039, 26.80303, 5.84088)  -0.135
O (-20.00924, 30.57276, 3.36729)  -0.206
C (-17.80835, 31.63464, 5.97811)  -0.060
H (-19.92365, 25.21235, 8.83827)  0.084
H (-17.82578, 35.27841, 3.42477)  0.073
H (-16.83266, 30.76236, 8.40799)  0.082
H (-23.90567, 28.62641, 7.49987)  0.083
H (-22.21473, 26.66222, 0.47611)  0.087
H (-17.49531, 33.57269, 3.75109)  0.062
H (-20.09976, 34.70437, 2.65455)  0.115
I (-17.06245, 28.35125, 3.99674)  0.201
H (-18.93830, 27.22585, 7.70354)  0.125
H (-22.32320, 29.36419, 4.35862)  0.126
H (-23.92232, 27.26622, 4.82246)  0.090
H (-17.08574, 25.89201, 6.62224)  0.066
C (-19.20224, 26.34428, 7.11784)  -0.461
H (-19.07834, 31.26225, 7.65050)  0.137
C (-20.80738, 27.52945, 1.77908)  -0.433
H (-18.25675, 24.54088, 6.36140)  0.088
H (-24.17726, 29.63746, 6.05976)  0.087
H (-20.08991, 26.30508, 3.10948)  0.096
H (-21.10883, 28.57575, 1.74259)  0.135
Zn (-19.59735, 28.73990, 4.52655)  0.381
H (-19.93678, 26.03540, 5.35111)  0.094
C (-23.05911, 27.04147, 5.45268)  -0.039
H (-17.35221, 32.50137, 6.45740)  0.093
C (-19.69915, 27.26144, 0.76621)  -0.051
F (-18.22551, 32.00924, 0.55533)  0.140
F (-20.29214, 31.43133, 0.39538)  0.137
C (-18.42955, 30.69434, 6.97440)  -0.430
C (-19.33354, 33.92304, 2.63336)  -0.287
H (-16.68034, 29.41792, 7.38589)  0.070
C (-18.28688, 34.32006, 3.66700)  -0.082
H (-18.93418, 34.05016, 1.62050)  0.109
H (-22.35347, 26.35759, 4.98860)  0.069
C (-20.30471, 25.64182, 7.91385)  -0.042
H (-23.47097, 26.58707, 6.35808)  0.086
C (-19.33243, 31.45711, 2.61729)  -0.452
H (-21.06342, 26.38541, 8.17010)  0.070
H (-22.88125, 27.00133, 2.08592)  0.072
H (-18.31552, 31.60381, 3.01100)  0.125
O (-21.66835, 29.02181, 4.98154)  -0.075
H (-20.04833, 27.68812, -0.17351)  0.092
H (-19.71033, 29.28373, 7.19275)  0.084
H (-18.73164, 34.43963, 4.65725)  0.072
H (-22.92485, 30.04270, 7.20591)  0.083
H (-20.80732, 24.84590, 7.35874)  0.088
H (-21.81592, 25.60354, 1.88484)  0.084
C (-17.99457, 25.40436, 6.97296)  -0.039
C (-23.41872, 29.20402, 6.71391)  -0.027
H (-19.51412, 26.18631, 0.68294)  0.088
C (-22.41360, 28.30681, 5.97052)  -0.469
C (-22.01242, 26.62220, 1.54646)  -0.039
H (-18.55515, 32.02022, 5.28452)  0.066
C (-17.43731, 29.98617, 7.92832)  -0.046
O (-19.31920, 29.69568, 6.41679)  -0.129
H (-18.75800, 27.67519, 1.12387)  0.048
H (-17.71233, 25.07743, 7.97719)  0.081
H (-21.64967, 27.97215, 6.67477)  0.101
O (-20.01262, 32.71385, 2.83761)  -0.082
F (-18.77154, 29.94158, 0.89434)  0.115
H (-17.94370, 29.43987, 8.72353)  0.073
C (-19.15628, 31.20766, 1.08571)  -0.554
O (-20.25279, 27.25425, 3.09562)  -0.162

**ΔE to the lowest compared entry with this formula, charge and spin**: 173.2 kJ/mol
**LUMO**: -0.09 eV



Record 7
The following is a DFT calculation (ωB97M-V/def2-TZVPD) of C31H46GeN4O2Si3V as an isolated structure.

Each line ends with the Löwdin spin population.
Element x y z (Å)
H (-3.94008, 2.18224, 4.09989)  0.013
H (-2.07629, -2.96400, 5.35572)  0.000
C (1.69319, 0.88287, 1.97718)  -0.002
H (-0.23951, -4.88713, 1.84830)  0.015
H (5.08173, -0.34291, 3.28477)  0.000
V (-0.36610, -0.19252, 0.09128)  2.010
H (1.94931, 2.56569, 3.29770)  0.000
C (0.34920, -4.66172, -2.72624)  0.023
C (-2.06799, 1.38331, -1.84331)  0.005
H (-4.88537, 0.43920, 0.20133)  0.000
C (-2.50100, 2.50191, -2.56720)  -0.002
H (-0.42478, 0.71113, 4.37854)  0.001
C (2.35459, 1.63584, 2.92674)  0.001
H (0.96408, -3.20931, 4.52423)  0.002
C (-3.87125, -2.71038, -0.73744)  0.009
C (-2.06892, -3.59644, 4.46746)  0.014
H (-3.46462, 2.47514, -3.05845)  0.000
H (-3.09346, -3.76981, 4.14266)  0.000
H (-5.05595, -0.86744, 4.33944)  0.000
H (-0.27810, 2.45192, 2.94541)  0.001
H (-4.53171, -2.34117, -1.52623)  0.001
C (-5.37375, -0.39170, 0.71661)  0.000
C (1.54511, -5.02722, -2.04021)  0.000
H (-4.35648, -0.20842, 5.81382)  0.001
H (-3.88881, -1.81893, 5.27943)  0.000
H (3.62908, -3.89455, 0.39190)  0.000
C (3.57951, 1.17955, 3.40108)  -0.005
C (3.44373, -0.74804, 1.97137)  -0.003
C (3.87078, -5.71618, -0.69607)  0.007
H (-2.79179, 2.24329, 2.76755)  0.001
H (4.10840, 1.76292, 4.14238)  0.000
N (-2.84137, 0.25271, -1.73057)  0.004
H (-4.32586, 1.38498, 2.57300)  0.001
H (-0.92165, -0.53130, 5.53302)  0.000
H (-3.67455, 0.24859, -2.29838)  0.000
H (1.81566, -6.86305, -3.12959)  0.000
C (0.12214, -2.64203, -1.43943)  0.017
C (-0.33676, -3.52268, -2.44322)  0.000
H (1.44850, -2.61084, 2.93567)  0.000
C (2.21819, -6.22117, -2.35499)  0.005
C (3.22797, -4.54107, -0.37508)  -0.002
H (-5.12981, -2.70797, 3.07029)  0.000
C (-1.67960, 3.59535, -2.67354)  0.006
C (0.70442, -2.50671, 3.72660)  0.012
C (4.12284, -0.00180, 2.91949)  0.001
H (-2.83689, -2.59989, -1.06972)  0.000
C (-4.95105, -3.11552, 2.07572)  0.005
H (3.88610, -7.48112, -1.93550)  0.000
Si (-0.99361, -2.92806, 3.10823)  0.157
C (-3.51555, 1.60756, 3.26890)  0.074
C (-4.14009, -0.82022, 4.93101)  0.003
H (-4.06275, -3.78057, -0.63092)  0.000
H (4.77939, -5.98582, -0.17328)  0.000
H (-5.72743, -0.04019, 1.68789)  0.000
N (-0.89076, 1.39644, -1.18507)  -0.002
C (-0.98669, -4.11017, 1.64939)  0.083
Si (-4.22953, -1.85494, 0.89891)  0.029
H (0.57381, 3.32231, 1.64070)  0.001
C (-0.07275, 2.46868, -1.34433)  0.006
H (-6.25533, -0.68380, 0.13883)  0.000
N (1.88902, -2.14983, 0.17748)  0.019
H (0.27359, 4.39949, -2.16419)  0.000
C (2.05254, -4.17428, -1.04187)  0.006
H (-1.64422, -4.56262, 4.76189)  0.004
C (-1.25549, 0.35583, 4.99311)  0.014
Ge (-2.12518, -1.07041, 1.84382)  0.299
Si (-2.79101, 0.03601, 3.98839)  0.133
C (1.33809, -2.93537, -0.74036)  -0.004
O (-0.57527, -1.58286, -1.14903)  0.009
H (-1.47896, 1.12679, 5.73788)  0.003
H (-1.95645, -4.59621, 1.53241)  0.000
H (0.77838, -1.49890, 4.13817)  0.001
H (0.88989, 2.40241, -0.85586)  0.001
H (-0.01994, -5.32645, -3.49919)  0.001
C (2.21150, -0.31745, 1.50072)  0.004
H (-1.03500, 2.62609, 1.34154)  0.002
H (3.85527, -1.67053, 1.58877)  0.000
H (-2.00033, 4.45757, -3.24370)  0.000
N (1.41001, -1.01800, 0.55462)  -0.031
C (-0.41576, 3.57364, -2.06800)  0.000
C (3.36865, -6.56353, -1.69100)  -0.003
H (-5.91205, -3.45966, 1.68160)  0.001
H (-4.30947, -3.99431, 2.17145)  0.000
H (-0.72137, -3.63158, 0.70446)  0.003
H (-2.35110, -0.63491, -1.74048)  0.000
H (-1.24542, -3.25917, -2.96942)  0.000
C (-0.09952, 2.49867, 1.87289)  0.008
O (0.46582, 1.25839, 1.41456)  0.038

**Charge**: +2
**ΔE to the lowest compared entry with this formula, charge and spin**: 0.0 kJ/mol
**LUMO (spin up / spin down)**: -6.34 / -7.78 eV
**2S+1**: 4